1.
# C15H23N3O4

C15H23N3O4 as an isolated structure at a distorted geometry (ωB97M-V with the def2-TZVPD basis set, OMol25).

Calculated values
E_HOMO = -8.7 eV
LUMO energy = 0.325 eV
relative energy (zero: lowest compared OMol25 entry of this formula, charge and spin) = 1215.0 kJ/mol

```
45
Properties=species:S:1:pos:R:3:forces:R:3:lowdin_charge:R:1
C -3.350927 -1.069536 -0.231598 3.53 -4.83 -3.86 -0.3211
C -1.901191 -1.336903 0.359559 -1.14 -1.53 -0.57 -0.3828
C -3.886662 -0.082262 0.647404 -0.51 3.85 -2.36 -0.1075
C -2.835636 1.115389 0.370171 -0.50 -0.01 1.84 -0.1727
C -2.724679 1.722700 -0.905204 -5.84 -0.91 2.89 -0.0886
C -1.863118 1.489033 1.356783 -2.47 -0.01 -2.93 -0.0138
C -1.706930 2.574471 -1.029294 2.16 3.79 -1.97 -0.0605
C -0.835740 2.343688 1.130087 0.17 1.31 -1.87 -0.0303
C -0.694790 3.001033 -0.095462 -4.29 -4.02 1.61 -0.3579
C 0.508949 -0.917940 0.229081 1.30 0.79 -0.86 -0.1579
C 1.118262 0.462314 -0.085420 1.04 0.70 3.36 -0.5516
C 1.144324 -1.959435 -0.798824 1.39 5.88 -1.34 -0.1048
C 2.617986 -2.321444 -0.629521 2.85 -0.53 -1.27 -0.2276
C 3.565475 -1.115952 -0.632634 -0.87 3.84 0.35 -0.2334
C 4.069502 -0.665609 0.768394 0.61 0.96 2.71 -0.3465
H -3.424587 -3.282693 -0.893633 -0.55 2.16 0.98 0.0772
H -3.840133 -2.893070 0.758276 -0.53 0.96 -3.92 0.1294
H -3.216204 -0.610807 -1.271227 -0.42 -1.11 1.17 0.1424
H -4.890759 0.169490 0.272884 0.08 0.24 0.78 0.1304
H -3.819107 -0.482407 1.582353 -0.35 -0.36 3.03 0.0896
H -3.949519 1.869652 -1.428580 4.46 -0.77 0.70 0.2315
H -1.994299 1.186261 2.309712 -0.32 -1.62 2.96 0.0917
H -1.837073 3.057948 -1.965550 0.88 1.01 -0.90 0.1060
H 0.011490 2.453085 1.745238 0.42 0.12 1.56 0.1076
H 1.165413 3.380490 0.453984 -2.78 0.83 -2.82 0.2337
H -0.762596 0.095346 -0.932106 -1.76 -0.38 0.01 0.1195
H 0.706608 -1.046657 1.355852 -0.66 -0.23 -1.89 0.1903
H 0.855901 -1.349294 -1.868866 1.23 -2.18 2.60 0.1983
H 0.661911 -2.803077 -0.732448 -3.26 -4.45 0.04 0.0397
H 3.041868 -2.884791 -1.537013 -1.38 0.12 1.22 0.1269
H 2.934273 -2.919700 0.276744 -1.13 0.30 -0.84 0.1278
H 4.519915 -1.073422 -1.407165 -2.86 -0.10 1.78 0.1595
H 2.692202 -0.172246 -0.780094 3.65 -2.37 -0.83 0.1275
H 4.921693 -1.281550 1.265692 -1.13 0.77 -1.46 0.0993
H 3.222847 -0.779778 1.718347 1.98 0.51 -3.09 0.1540
H 5.039957 1.353404 -0.242757 -2.39 -2.45 3.89 0.1351
H 3.319741 1.414416 1.042858 5.11 -1.83 -1.44 0.1692
H 0.654299 2.123070 -1.024806 1.20 -2.44 -0.52 0.1438
N -3.989778 -2.547491 -0.347325 0.79 0.63 3.60 -0.0009
N -0.871448 -0.572699 -0.170469 0.96 -3.66 2.03 0.0973
N 4.567880 0.860235 0.828580 -3.49 1.44 -1.94 -0.1568
O -1.858529 -2.253269 1.228968 1.57 2.97 -1.81 0.0118
O 0.438071 3.614668 -0.339538 4.47 0.83 1.08 0.0367
O 1.717961 1.052066 0.821826 -0.91 0.32 -0.49 -0.0347
O 0.757155 1.083286 -1.173261 -0.33 1.51 -1.22 0.0732
```
Positions in Å, forces in eV/Å.


2.
# C15H23N3O4S

C15H23N3O4S in the gas phase (ωB97M-V with the def2-TZVPD basis set, OMol25).

Calculated values
E_HOMO = -8.3 eV
SMILES = CCN1CCC[C@H]1CNC(=O)c1cc(S(N)(=O)=O)ccc1OC
LUMO energy = 0.653 eV
relative energy (zero: lowest compared OMol25 entry of this formula, charge and spin) = 228.8 kJ/mol

```
46
Properties=species:S:1:pos:R:3:forces:R:3:lowdin_charge:R:1
C -1.809025 -0.076155 -2.043702 -0.11 -0.31 0.04 -0.0700
C -1.755318 -1.559903 -1.691415 -0.08 0.27 -0.03 -0.2502
N -0.435049 -1.940559 -1.251929 -0.05 -0.33 -0.26 -0.1511
C 0.580061 -1.951362 -2.295683 0.18 0.14 -0.16 -0.1721
C 1.558410 -3.049287 -1.888209 -0.09 0.04 -0.02 -0.1538
C 0.637782 -4.067163 -1.222184 -0.15 0.11 0.02 -0.1360
C -0.328095 -3.157502 -0.456552 0.08 -0.03 0.21 -0.2810
C 0.245722 -2.799386 0.949434 0.01 -0.10 -0.01 -0.1133
N 0.054200 -1.406856 1.262442 -0.19 -0.25 0.51 0.0668
C 1.002726 -0.499687 0.912267 -0.41 0.13 0.32 -0.4400
O 2.145713 -0.792931 0.639418 0.28 -0.05 -0.21 0.0929
C 0.515645 0.918553 0.995226 0.17 0.19 -0.15 -0.0469
C -0.187398 1.359404 2.103391 0.11 -0.16 -0.19 -0.0022
C -0.605927 2.672921 2.181550 -0.45 0.26 0.34 -0.2928
S -1.477753 3.210546 3.631527 0.41 0.19 0.49 0.6191
N -0.196467 3.611352 4.649163 -0.54 -0.19 -0.50 -0.0578
O -2.171487 2.094062 4.207572 0.35 -0.13 -0.11 -0.3013
O -2.200837 4.415463 3.344386 0.35 0.05 -0.19 -0.3009
C -0.338498 3.565523 1.166030 -0.07 -0.01 0.07 -0.0423
C 0.358533 3.142556 0.048287 0.17 -0.13 -0.20 0.0109
C 0.796820 1.819971 -0.052074 -0.16 0.04 0.27 -0.2202
O 1.450337 1.317043 -1.114343 -0.08 -0.14 0.24 -0.0754
C 1.774322 2.164880 -2.190965 0.03 0.16 -0.22 -0.0660
H -1.162789 0.138423 -2.890333 0.08 0.09 -0.12 0.0676
H -2.826407 0.208696 -2.300920 -0.08 0.09 -0.08 0.0726
H -1.479056 0.519954 -1.196338 0.04 0.09 0.09 0.0627
H -2.458724 -1.753917 -0.876767 -0.01 -0.04 -0.06 0.1137
H -2.083373 -2.150907 -2.569048 -0.01 -0.01 0.12 0.1182
H 1.065672 -0.974796 -2.346973 0.04 -0.02 -0.16 0.1031
H 0.129836 -2.178721 -3.276350 0.01 0.02 0.00 0.1210
H 2.103634 -3.456415 -2.737352 0.06 0.01 -0.01 0.1099
H 2.267819 -2.648496 -1.165316 0.08 0.00 0.01 0.1005
H 1.160051 -4.765440 -0.571322 0.02 -0.09 0.04 0.1125
H 0.093110 -4.635098 -1.979362 0.00 -0.05 0.00 0.1145
H -1.311031 -3.624891 -0.328298 0.05 0.07 -0.05 0.1383
H 1.323802 -2.964953 0.964895 -0.08 -0.09 0.05 0.1164
H -0.224208 -3.413763 1.720771 0.11 -0.02 -0.02 0.1209
H -0.900591 -1.085985 1.308309 0.13 0.12 -0.08 0.1404
H -0.414236 0.693019 2.920483 0.02 -0.20 0.05 0.1248
H -0.145204 3.000680 5.447982 -0.07 -0.21 0.13 0.0637
H -0.227993 4.578875 4.925421 -0.10 0.25 -0.03 0.0628
H -0.691661 4.580077 1.256241 -0.01 0.15 -0.08 0.1169
H 0.556986 3.846878 -0.743245 0.01 0.03 -0.09 0.1077
H 0.875159 2.561804 -2.673592 0.03 -0.01 0.03 0.0985
H 2.318633 1.541509 -2.898594 -0.04 0.08 0.03 0.0970
H 2.416154 2.991986 -1.873930 -0.03 -0.03 0.01 0.1001
```
Positions in Å, forces in eV/Å.


3.
# C15H23N4

A 2-piece molecular cluster, C15H23N4 overall at a distorted geometry (ωB97M-V with the def2-TZVPD basis set, OMol25).

Calculated values
E_HOMO = -12.0 eV
total charge = +1
LUMO energy = -3.322 eV
relative energy (zero: lowest compared OMol25 entry of this formula, charge and spin) = 442.5 kJ/mol

```
42
Properties=species:S:1:pos:R:3:forces:R:3:lowdin_charge:R:1
C -3.056651 2.566618 -2.157277 0.82 -0.37 0.56 -0.1001
C -3.461423 1.817417 -0.764025 -0.74 0.39 -0.72 -0.1857
C -2.707505 0.413577 -0.546499 -2.52 0.06 -1.76 -0.3066
C -3.869124 -0.702790 -0.272393 0.58 0.45 0.35 -0.0365
N -1.663342 0.412045 0.541022 0.20 0.52 0.79 -0.0603
C -0.803890 -0.847308 0.419452 2.56 -2.53 -0.11 -0.1730
N 0.620891 -0.591429 0.810660 -1.27 -0.92 -0.83 0.0335
C -0.841434 1.662954 0.608252 3.18 4.70 -1.20 -0.1468
C -0.081152 2.192641 -0.671140 -0.31 2.42 5.07 0.0362
C 0.661663 3.531086 -0.367277 -1.06 -1.24 0.57 -0.0180
C 0.691678 4.261100 0.990259 -1.56 -3.37 -1.21 -0.0740
N 0.016471 3.718791 2.114872 -0.05 -1.63 -4.10 0.0359
C -0.697408 2.519438 1.877685 -0.18 -1.08 -1.25 -0.0590
H -4.001445 2.981949 -2.640199 1.51 -0.38 0.64 0.0838
H -2.557662 1.812247 -2.880338 -1.04 1.11 1.06 0.0789
H -2.246337 3.372650 -1.975844 -1.61 -1.12 -0.32 0.0746
H -4.588867 1.581825 -0.881922 1.91 0.21 0.31 0.1119
H -3.403978 2.528743 0.142248 0.18 -1.18 -1.40 0.1275
H -2.212364 0.143622 -1.554773 -0.38 0.43 1.91 0.1421
H -4.206614 -1.063801 -1.299815 0.32 0.39 1.56 0.1056
H -4.749949 -0.212628 0.286154 1.42 -0.80 -0.92 0.0989
H -3.497057 -1.576827 0.362984 -0.49 1.04 -1.07 0.0804
H -2.168921 0.321000 1.451958 0.43 0.29 -0.74 0.1903
H -0.768556 -1.242207 -0.663746 -0.77 1.05 1.62 0.1522
H -1.206462 -1.702003 1.075085 0.13 1.65 -0.98 0.1515
H 0.930361 -1.269872 1.521611 -0.04 0.49 -0.50 0.0743
H 1.195314 -0.736021 -0.040101 -0.26 0.25 1.09 0.0848
H -0.110102 1.680239 -1.684772 0.17 0.90 1.54 0.1123
H 1.222857 4.028513 -1.240598 -0.98 -0.93 1.55 0.1051
H 1.275585 5.240454 1.086282 -1.05 -1.70 0.01 0.1233
H -1.264972 2.106105 2.797067 1.07 0.85 -1.50 0.1233
N 3.226556 -2.874729 1.293477 0.28 -0.17 -0.48 0.0383
C 4.533798 -2.875416 1.602707 -0.55 0.11 0.09 -0.1444
C 5.515784 -3.433515 0.800486 -0.09 -0.08 -0.13 -0.0624
C 5.129618 -4.030815 -0.390493 0.10 -0.03 -0.04 -0.0682
C 3.785463 -4.046460 -0.734546 0.05 0.02 0.02 -0.0722
C 2.880830 -3.458190 0.133555 0.14 0.26 0.49 -0.1754
H 4.785832 -2.400062 2.544868 0.05 -0.03 -0.05 0.1060
H 6.555907 -3.402488 1.099470 -0.08 0.01 0.01 0.1081
H 5.868914 -4.479771 -1.044645 -0.06 0.03 0.05 0.1116
H 3.448840 -4.504584 -1.656206 0.00 0.02 0.06 0.1043
H 1.818859 -3.442098 -0.093544 0.01 -0.09 -0.06 0.0878
```
Positions in Å, forces in eV/Å.


4.
# C15H23N5O2S

C15H23N5O2S as an isolated structure (ωB97M-V with the def2-TZVPD basis set, OMol25).

Calculated values
E_HOMO = 1.7 eV
total charge = -2
LUMO energy = 3.061 eV
relative energy (zero: lowest compared OMol25 entry of this formula, charge and spin) = 0.0 kJ/mol

```
46
Properties=species:S:1:pos:R:3:forces:R:3:lowdin_charge:R:1
C 2.122543 4.543212 2.438409 0.07 0.29 -0.33 -0.1184
C 1.917890 4.782027 0.939253 0.21 -0.57 0.21 -0.2121
C 0.743054 4.061310 0.336913 -0.02 0.06 0.30 -0.1799
C 0.190368 2.922476 0.885261 0.05 0.54 -0.58 0.0036
C -0.894713 2.237003 0.274114 0.12 0.01 -0.24 -0.2340
C -1.434941 0.999701 0.940233 -0.57 0.03 -0.16 -0.1659
C -1.779987 -0.189085 0.022302 0.41 0.04 0.26 -0.1885
C -0.788314 -0.488466 -1.116724 -0.20 -0.74 0.22 -0.1886
C -0.082988 -1.827745 -0.918722 -0.16 0.48 -0.32 -0.2046
N 0.751950 -1.771243 0.306907 0.02 0.38 0.00 0.0127
C 2.052825 -2.319363 0.165898 0.24 -0.59 0.47 -0.5480
N 2.840774 -2.032031 -0.780178 -0.02 0.18 -0.30 0.1194
N 2.405492 -3.219674 1.208913 -0.49 0.11 -0.29 0.0854
C -1.434308 2.701463 -0.905543 0.05 -0.05 0.38 0.0107
C -0.904977 3.871513 -1.510163 0.02 -0.41 0.42 -0.3694
N -1.303571 4.433096 -2.648975 0.13 0.42 -0.26 -0.2602
S -0.329159 5.727941 -2.880258 -0.28 -0.30 0.01 0.8737
N 0.609509 5.617701 -1.568050 0.25 0.25 0.08 -0.2764
C 0.196091 4.552319 -0.879763 -0.21 -0.29 -0.09 -0.3383
H 2.743770 5.342154 2.836487 0.05 0.07 0.18 0.0595
H 1.170320 4.542581 2.959693 -0.09 0.01 0.18 0.0696
H 2.643554 3.612623 2.636525 -0.08 -0.25 0.05 0.0671
H 2.811743 4.418724 0.425569 0.15 0.16 -0.14 0.1151
H 1.866555 5.845505 0.733737 -0.19 0.16 -0.12 0.0961
H 0.603033 2.524741 1.799868 0.01 -0.09 0.13 0.1030
H -0.781036 0.666826 1.742466 0.33 0.05 0.00 0.1002
H -2.362510 1.295184 1.440618 -0.06 -0.04 0.16 0.1121
H -2.793566 -0.093454 -0.353017 -0.11 0.17 -0.21 0.1005
H -1.797254 -1.070924 0.658820 -0.18 -0.12 0.09 0.1079
H -1.346851 -0.575973 -2.045138 0.07 0.17 -0.23 0.1106
H -0.016504 0.270099 -1.235343 -0.08 0.32 -0.02 0.1047
H -0.808148 -2.634953 -0.868644 -0.10 -0.39 0.16 0.0920
H 0.518443 -1.996460 -1.807256 0.32 -0.14 0.02 0.1011
H 0.880657 -0.794602 0.551400 0.00 0.08 -0.05 0.0981
H 3.711620 -2.539701 -0.648515 0.09 -0.01 -0.02 0.0327
H 1.597056 -3.307021 1.813302 -0.04 -0.14 -0.02 0.0693
H 2.555935 -4.132299 0.793074 0.23 -0.08 0.16 0.0801
H -2.250015 2.163436 -1.362271 -0.07 0.01 -0.20 0.1172
O -2.066266 -4.650262 -1.712875 0.00 0.14 -0.09 -0.3579
C -2.031843 -5.922830 -1.298498 0.09 0.12 0.10 -0.5256
C -1.426569 -6.116681 0.204239 -0.09 -0.24 -0.07 -0.5443
O -1.374856 -7.383471 0.623018 0.08 0.10 0.13 -0.3786
H -1.403681 -6.614036 -1.916266 0.17 0.10 0.03 0.0645
H -3.023557 -6.440591 -1.245464 -0.07 0.13 0.15 0.0641
H -2.061397 -5.426838 0.821005 -0.14 -0.07 -0.02 0.0620
H -0.436172 -5.583932 0.143637 0.11 -0.08 -0.13 0.0574
```
Positions in Å, forces in eV/Å.


5.
# C15H23N7O3

An isolated ion of composition C15H23N7O3 and charge +2 at a distorted geometry (ωB97M-V with the def2-TZVPD basis set, OMol25).

Calculated values
E_HOMO = -14.3 eV
SMILES = CNC(=O)[C@@H](Cc1c[nH]c[nH+]1)NC(=O)[C@@H](Cc1c[nH]c[nH+]1)NC(C)=O
total charge = +2
LUMO energy = -5.501 eV
relative energy (zero: lowest compared OMol25 entry of this formula, charge and spin) = 321.2 kJ/mol

```
48
Properties=species:S:1:pos:R:3:forces:R:3:lowdin_charge:R:1
C 4.707937 0.183287 -0.990053 0.37 2.46 2.43 -0.0450
N 3.325637 -0.058170 -0.809171 -5.70 -0.19 0.12 0.0078
C 2.644270 -1.242916 -0.829051 2.41 -0.06 -1.09 -0.3517
O 3.223494 -2.291251 -1.225773 -1.90 0.98 0.65 0.0052
C 1.154592 -1.289106 -0.304181 2.48 1.65 1.66 -0.1689
C 1.100622 -2.330769 0.786628 -3.82 -0.99 -1.10 -0.0536
C 0.625211 -3.660279 0.188518 -0.46 1.34 0.12 -0.1730
C -0.326021 -4.497577 0.737645 0.91 0.73 -1.37 0.0033
N -0.352667 -5.583992 -0.124363 2.38 -0.16 -1.49 0.0940
C 0.638851 -5.435993 -1.123821 -2.22 1.66 1.68 0.0245
N 1.104696 -4.144104 -1.079957 -0.42 -2.27 2.69 0.1684
N 0.612422 -0.020320 0.197777 -3.45 0.76 -2.91 0.1075
C 0.922378 0.798728 1.211359 -0.22 0.80 -2.01 -0.4808
O 1.914571 0.583411 1.800618 3.24 -0.26 3.51 0.1258
C 0.173424 2.158899 1.338115 -1.75 0.09 -0.19 -0.1882
C 0.475390 2.902723 2.660532 1.85 1.05 0.30 -0.0572
C -0.548945 3.990224 2.916273 -1.74 -1.08 0.56 -0.1952
C -1.922300 3.824099 2.751604 1.53 -1.30 -1.53 0.0009
N -2.589423 4.970911 3.083722 2.51 0.61 0.93 0.1343
C -1.623602 5.818611 3.569957 -1.61 0.52 2.55 -0.0299
N -0.412847 5.201062 3.545388 -0.41 1.77 0.56 0.1444
N 0.424606 3.068985 0.211273 2.03 0.62 2.78 0.1172
C -0.090352 2.948857 -0.987332 -1.85 -0.98 -2.93 -0.5916
C 0.415027 3.738955 -2.139888 0.23 1.17 -0.31 0.0139
O -0.981985 2.153669 -1.210140 -0.88 -1.37 0.46 0.0497
H 4.996648 1.016088 -1.661229 -0.74 -0.35 0.25 0.1023
H 5.217538 -0.664502 -1.323871 0.71 -1.48 -0.05 0.0705
H 4.897409 0.505604 0.090350 1.37 -0.47 -1.53 0.1276
H 2.670981 0.685625 -0.421820 1.93 -1.00 -0.78 0.1466
H 0.536911 -1.609445 -1.088663 -0.84 -0.01 -1.26 0.1394
H 0.358025 -1.985836 1.556517 0.77 -0.60 -0.64 0.1538
H 1.998167 -2.517440 1.214751 2.89 -0.24 1.53 0.0982
H -1.012666 -4.323410 1.603077 0.94 -0.47 -1.06 0.1612
H -0.890506 -6.432671 0.056657 0.42 0.24 -0.37 0.1774
H 0.969051 -6.236907 -1.760398 -0.22 0.10 -0.35 0.1505
H 1.927503 -3.680482 -1.613286 -0.95 -0.65 1.20 0.1841
H -0.193018 0.334066 -0.351791 0.62 -0.38 0.24 0.1394
H -0.928402 1.933339 1.284041 0.99 0.07 0.08 0.1408
H 1.549355 3.350204 2.724133 -1.72 -0.69 -0.63 0.1679
H 0.507159 2.237913 3.523140 -0.29 -0.32 -0.15 0.1332
H -2.257725 2.883866 2.283561 -0.77 1.17 0.39 0.1481
H -3.593945 5.140996 3.153118 0.46 -0.09 -0.20 0.1928
H -1.933870 6.667471 4.317089 1.01 -1.44 -2.06 0.2044
H 0.396383 5.602407 4.102108 -1.17 -0.76 -1.35 0.2243
H 1.077862 3.826674 0.366964 0.14 -0.33 0.01 0.1588
H 0.384031 3.161276 -3.130809 -0.73 1.20 1.59 0.1337
H 1.449552 3.865324 -1.938185 1.30 0.49 -0.09 0.0559
H -0.027674 4.792812 -2.057089 0.36 -1.54 -0.86 0.1273
```
Positions in Å, forces in eV/Å.


Gap between HOMO and LUMO (computed, eV): 9.050; 8.995; 8.707; 1.385; 8.775